# 1
The ion C4H5N2OS with charge -1 at a distorted geometry, computed with ωB97M-V with the def2-TZVPD basis set.

energy above the lowest of the compared OMol25 structures with the same formula, charge and spin = 91.1 kcal/mol
F_max = 1.81 eV/Å
total charge = -1
HOMO level = -1.9 eV
orbital gap = 5.6 eV
LUMO = 0.136 Eh

The geometry in XYZ format:
```
13
Properties=species:S:1:pos:R:3:lowdin_charge:R:1
C 1.54086 0.29319 1.00825 -0.308
C -0.38589 -0.17974 -0.33988 -0.100
C 0.51404 2.45302 1.47969 -0.810
C -0.95429 -1.24381 -1.24392 -0.357
N 1.03079 1.37191 1.58229 -0.027
N 0.76262 -0.51951 0.18430 -0.092
O -2.04565 -0.69786 -1.97893 -0.143
S -0.33621 3.69962 2.01743 0.407
H 2.33654 -0.20288 1.54543 0.053
H -0.21998 -1.64580 -1.97298 0.096
H -1.33762 -2.10198 -0.65765 0.096
H 1.23177 -1.42219 -0.01154 0.135
H -2.13697 0.19605 -1.61249 0.049
```



# 2
An isolated molecule of C4H5N2P at a distorted geometry, computed with ωB97M-V with the def2-TZVPD basis set.

energy above the lowest of the compared OMol25 structures with the same formula, charge and spin = 26.7 kcal/mol
F_max = 5.15 eV/Å
SMILES string = N#C[C@@H]1CCP=N1
HOMO level = -10.2 eV
orbital gap = 9.5 eV
LUMO = -0.026 Eh

The geometry in XYZ format:
```
12
Properties=species:S:1:pos:R:3:lowdin_charge:R:1
C -0.77047 1.61061 1.15768 -0.142
C -0.48800 -0.62212 -0.19968 -0.266
C 0.97676 -1.13267 -0.10270 -0.379
C -0.56862 0.88241 -0.35449 -0.430
N -0.71729 2.03540 2.20746 0.104
N 0.65704 1.36494 -0.76296 -0.332
P 1.90616 0.47573 -0.58102 0.950
H -0.92593 -1.21793 -1.13847 0.149
H -0.97100 -1.01084 0.67496 0.089
H 1.28855 -1.57648 0.90300 0.086
H 1.04829 -1.92911 -0.85480 0.055
H -1.43549 1.12006 -0.94897 0.116
```



# 3
A cluster of 2 separate species, C4H5N2P in total at a distorted geometry, computed with ωB97M-V with the def2-TZVPD basis set.

energy above the lowest of the compared OMol25 structures with the same formula, charge and spin = 89.3 kcal/mol
F_max = 4.30 eV/Å
HOMO level (spin up / spin down) = -7.8 / -7.8 eV
orbital gap (spin up / spin down) = 7.8 / 7.8 eV
LUMO (spin up / spin down) = 0.000 / 0.000 Eh

The geometry in XYZ format:
```
12
Properties=species:S:1:pos:R:3:lowdin_charge:R:1
C 0.62879 -1.34669 -0.72930 -0.303
C -2.83830 -0.97885 -0.32932 -0.547
C 1.13360 1.81853 0.87410 0.019
C 1.27095 -0.46261 0.08071 -0.166
N -0.05992 -2.13695 -1.22601 0.080
N 0.71534 0.78203 0.16110 -0.062
P -2.98774 -2.12892 -1.35701 0.697
H -2.68985 -0.36232 0.45864 -0.128
H 2.19046 1.89450 1.23580 0.098
H 0.48326 2.63124 0.90932 0.040
H 2.34390 -0.51221 0.25541 0.111
H -0.19049 0.80224 -0.33343 0.160
```



# 4
An isolated molecule of C4H5N3 at a distorted geometry, computed with ωB97M-V with the def2-TZVPD basis set.

energy above the lowest of the compared OMol25 structures with the same formula, charge and spin = 98.6 kcal/mol
F_max = 3.86 eV/Å
SMILES string = N#C/C=N/N1CC1
HOMO level = -9.9 eV
orbital gap = 9.9 eV
LUMO = -0.001 Eh

The geometry in XYZ format:
```
12
Properties=species:S:1:pos:R:3:lowdin_charge:R:1
C -3.00380 -0.08313 -0.01117 -0.183
C -1.65106 -0.41583 -0.36392 -0.137
C 1.75358 -0.40552 0.46954 -0.139
C 1.43312 0.85610 -0.24212 -0.104
H -1.48982 -0.99702 -1.21497 0.092
H 2.57334 -1.14198 0.20226 0.118
H 1.59583 -0.39153 1.51875 0.079
H 1.12601 1.49520 0.63747 0.121
H 1.88353 1.12250 -1.21818 0.111
N -4.06074 0.31468 0.26466 0.149
N -0.63850 -0.00090 0.32825 0.031
N 0.47853 -0.35257 -0.37057 -0.138
```